[1]
Computed, not measured: a molecular structure, C11H30FeN6S, with the ωB97M-V functional and the def2-TZVPD basis.

Computed properties:
Kohn-Sham gap (spin up / spin down) in eV: 7.0 / 7.3
Total charge: +3
E in eV: -66030.6913
2S+1: 2

Geometry (Å):
Fe 0.20333 0.08211 0.97269
N -1.40901 1.28451 0.98493
C -2.09099 1.26584 2.31132
C -0.98625 1.25192 3.33778
N -0.06122 0.12555 3.00397
C -0.65855 -1.18216 3.44853
C -0.48478 -2.24732 2.38621
N -0.79200 -1.60360 1.07673
C 1.28305 0.36419 3.60839
C 2.24690 -0.62957 3.01566
N 2.07165 -0.52931 1.53282
H -1.05119 2.22777 0.81399
H -2.06464 1.13092 0.22295
H -2.70251 0.36531 2.36631
H -2.76176 2.11618 2.42754
H -1.35888 1.16076 4.35956
H -0.41328 2.17987 3.27884
H -1.72131 -1.02268 3.62509
H -0.22919 -1.48670 4.40388
H -1.12457 -3.11157 2.56430
H 0.53670 -2.61233 2.32538
H -1.79497 -1.43437 1.00795
H -0.56772 -2.24406 0.31557
H 1.23951 0.31487 4.69828
H 1.58084 1.38062 3.33666
H 2.01900 -1.64363 3.33379
H 3.27811 -0.43035 3.30303
H 2.43365 -1.35279 1.05338
H 2.67957 0.22365 1.19927
C -1.95974 -0.29046 -2.12144
N -0.94126 0.22162 -3.02200
C -1.49126 0.78374 -4.27573
C 0.34090 0.33529 -2.69860
S 0.97790 0.44073 -1.01725
N 1.28826 0.38968 -3.61485
C 1.15787 -0.27948 -4.92714
C 2.62746 0.96492 -3.38631
H -2.70573 -0.82403 -2.70737
H -2.47187 0.52784 -1.60811
H -1.52321 -0.99202 -1.41689
H -2.37773 1.35948 -4.01186
H -1.77477 -0.00444 -4.97075
H -0.77353 1.45230 -4.73646
H 0.31281 -0.95876 -4.92757
H 2.07085 -0.85301 -5.07937
H 1.06250 0.44819 -5.73081
H 2.58730 1.77809 -2.66947
H 2.97194 1.36349 -4.33783
H 3.32182 0.19319 -3.05502

[2]
Computed, not measured: a molecular structure, C14H16NS2, with the ωB97M-V functional and the def2-TZVPD basis.

Computed properties:
Kohn-Sham gap in eV: 7.1
Total charge: +1
E in eV: -37930.4378
2S+1: 1

Geometry (Å):
C -2.31862 -4.19826 0.05728
C -1.74464 -2.79937 0.03733
C -2.59049 -1.67382 0.03280
C -2.06831 -0.34686 0.00745
N -0.74176 -0.01046 -0.01910
C 0.10817 -1.13858 0.00524
C -0.33150 -2.54468 0.02895
C 0.61427 -3.59118 0.05827
C 1.96546 -3.28510 0.05014
C 2.38816 -1.95150 0.03877
C 1.48619 -0.89852 0.02232
H -1.53237 -4.93277 0.06047
H -2.92788 -4.38275 0.92673
H -2.93967 -4.40454 -0.79885
H -3.70907 -1.81380 0.04968
H -2.82112 0.45742 0.00909
H 0.22369 -4.59609 0.08966
H 2.60915 -4.14845 0.05698
H 3.46824 -1.79629 0.04514
H 1.83367 0.14498 0.02357
C 1.48389 4.59226 -0.06241
C 0.83838 3.98823 1.21487
S 0.58528 2.13283 1.36951
C -0.47620 1.62987 -0.04634
S 0.67535 2.06716 -1.42155
C 0.88887 3.92853 -1.33612
H 1.21542 5.69374 -0.09310
H 2.61268 4.52021 -0.03820
H 1.47697 4.23889 2.08862
H -0.13028 4.49916 1.35514
H -1.61044 2.04916 -0.08479
H -0.08248 4.41315 -1.53130
H 1.55096 4.15744 -2.19628

[3]
Computed, not measured: 14 unconnected molecules or ions with the total composition C6H39NO13, with the ωB97M-V functional and the def2-TZVPD basis.

Computed properties:
Kohn-Sham gap in eV: 8.5
E in eV: -34961.0615
2S+1: 1

Geometry (Å):
C 0.59535 1.68948 1.20271
C 0.47112 0.38992 0.41652
C 0.98477 0.24078 -1.01796
C 0.19260 0.42750 -2.07478
N -1.01148 1.19958 -1.93721
C 2.19989 -0.68812 -1.08054
C 2.34400 -1.64179 -2.26114
H 1.61652 1.73998 1.58691
H 0.68173 2.50498 0.43839
H -0.10899 2.09311 1.90327
H 0.89550 -0.33003 1.09367
H -0.57604 0.05694 0.25228
H 0.51081 0.31878 -3.10875
H -1.00224 1.67084 -1.03756
H -1.15022 1.94085 -2.61195
H 3.10162 -0.13927 -0.79672
H 1.95666 -1.33251 -0.21820
H 1.38440 -2.05048 -2.59391
H 2.84748 -2.61212 -2.10515
H 2.92073 -1.18226 -3.05841
H 2.01766 0.63133 3.18009
H 1.84288 0.66480 4.61842
O 2.07591 1.28567 3.91746
H 0.77796 3.14861 -3.62453
H 1.70994 2.01673 -3.26503
O 1.59238 2.71632 -3.93018
H -0.93789 -2.36471 2.37978
H -0.48574 -2.40199 1.01804
O -0.19551 -2.00372 1.85363
H -1.14404 -3.10294 -1.92385
H -0.00142 -3.94932 -1.89470
O -0.82692 -3.85387 -1.40904
H 3.95538 0.06400 2.33004
H 3.15115 -1.09756 1.96602
O 3.14127 -0.13124 1.85270
H -4.41275 1.10337 -1.16254
H -4.81429 -0.13081 -0.33978
O -4.34645 0.71092 -0.28706
H -2.42517 -2.48628 -0.98043
H -1.93966 -1.00957 -1.02894
O -2.41676 -1.65328 -0.51123
H -2.89960 1.21000 0.71958
H -3.03427 2.65029 0.86134
O -2.32530 2.00663 0.74123
H -2.28523 -0.24029 -2.95490
H -2.21486 -1.16774 -4.19449
O -2.09282 -1.15542 -3.24144
H -2.82224 -1.10485 2.24436
H -2.89676 -2.44272 1.57150
O -3.05000 -2.02772 2.42886
H 2.05210 2.46801 -0.40444
H 3.19543 3.24665 0.05177
O 2.65010 3.16701 -0.73506
H -0.88076 3.38952 3.21496
H -2.04650 2.93239 2.32281
O -1.73972 3.68757 2.87730
H 2.08963 -3.67223 2.77078
H 1.10916 -2.60738 2.81575
O 2.01947 -2.79235 3.15977